[1]
C22H29NO6S | ωB97M-V/def2-TZVPD

XYZ file:
```
59
Properties=species:S:1:pos:R:3:nbo_charge:R:1
C -1.21 0.00 3.56 -0.6408
C -1.55 -1.20 2.69 -0.0583
H -1.85 -0.88 1.69 0.1809
H -2.38 -1.77 3.14 0.1806
O -0.48 -2.13 2.62 -0.5171
C 0.56 -1.81 1.78 0.2276
C 1.81 -1.57 2.32 -0.2166
C 2.91 -1.35 1.51 -0.2170
C 2.77 -1.37 0.13 -0.0064
C 1.52 -1.61 -0.42 -0.3163
C 0.40 -1.82 0.38 0.3341
O -0.86 -2.06 -0.09 -0.5199
C -1.03 -2.48 -1.43 -0.0567
C -0.49 -3.88 -1.68 -0.6398
H -0.96 -4.59 -1.00 0.2175
H -0.70 -4.18 -2.71 0.2119
H 0.58 -3.91 -1.52 0.2167
H -2.12 -2.47 -1.57 0.1869
H -0.59 -1.76 -2.12 0.1652
H 1.42 -1.62 -1.49 0.2107
C 3.96 -1.18 -0.77 -0.4230
H 4.13 -2.09 -1.35 0.2187
H 4.85 -1.02 -0.15 0.2023
C 3.81 -0.01 -1.74 -0.2183
N 3.60 1.25 -1.07 -0.6071
C 2.48 1.98 -1.25 0.7190
O 1.61 1.68 -2.06 -0.6717
C 2.44 3.29 -0.47 -0.5063
C 1.00 3.63 -0.15 -0.6340
H 0.89 4.59 0.34 0.2502
H 0.38 3.57 -1.04 0.2565
S 0.40 2.36 1.03 2.1659
O 1.33 1.26 1.01 -0.9498
O 0.19 3.01 2.30 -0.9552
C -1.18 1.82 0.40 -0.3805
C -1.23 1.12 -0.79 -0.1562
C -2.45 0.69 -1.29 -0.3282
C -3.62 0.96 -0.58 0.4051
C -3.56 1.68 0.62 -0.2901
C -2.34 2.11 1.10 -0.1563
H -2.26 2.67 2.02 0.2472
H -4.47 1.89 1.14 0.2294
O -4.86 0.58 -0.97 -0.5028
C -5.01 -0.17 -2.15 -0.2539
H -4.67 0.38 -3.03 0.1784
H -4.47 -1.12 -2.08 0.1764
H -6.07 -0.37 -2.24 0.2040
H -2.48 0.16 -2.22 0.2226
H -0.31 0.92 -1.32 0.2642
H 3.02 3.20 0.45 0.2270
H 2.88 4.07 -1.10 0.2429
H 4.19 1.46 -0.29 0.3954
H 2.95 -0.16 -2.40 0.2292
H 4.71 0.06 -2.36 0.1927
H 3.87 -1.17 1.95 0.2035
H 1.91 -1.56 3.39 0.2232
H -0.88 -0.33 4.54 0.2088
H -2.08 0.64 3.67 0.2074
H -0.40 0.58 3.11 0.2200
```

E_HOMO in eV: -7.962
Gap between HOMO and LUMO in eV: 8.56
Energy above the lowest of the compared OMol25 structures with the same formula, charge and spin in kcal/mol: 0.0
SMILES: CCOc1ccc(CCNC(=O)CCS(=O)(=O)c2ccc(OC)cc2)cc1OCC
Total charge: 0
Largest force on an atom in eV Å⁻¹: 0.71
Spin multiplicity: 1


[2]
C3H7N3OS | ωB97M-V/def2-TZVPD

XYZ file:
```
15
Properties=species:S:1:pos:R:3:nbo_charge:R:1
C 1.77 1.03 0.27 -0.7194
C 0.40 0.58 -0.10 0.5353
C -1.15 -1.84 -0.66 0.2423
H 1.86 2.12 0.41 0.2494
H 2.00 0.62 1.29 0.2465
H 2.57 0.63 -0.43 0.2502
H -1.59 -0.03 -1.40 0.3801
H -2.22 -2.16 -0.64 0.1865
H 0.66 -2.10 -0.21 0.3310
H -2.04 1.89 1.80 0.1136
N -0.88 -0.75 -1.50 -0.3227
N -0.26 -2.54 -0.03 -0.6600
N -0.71 0.88 0.49 -0.6560
O 0.37 -0.16 -1.25 -0.3539
S -0.77 1.83 1.96 0.1771
```

E_HOMO in eV: -9.033
Gap between HOMO and LUMO in eV: 9.78
Energy above the lowest of the compared OMol25 structures with the same formula, charge and spin in kcal/mol: 76.5
SMILES: [H]/N=C\NO/C(C)=N/S
Total charge: 0
Largest force on an atom in eV Å⁻¹: 2.28
Spin multiplicity: 1


[3]
C3H4N2S | ωB97M-V/def2-TZVPD

XYZ file:
```
10
Properties=species:S:1:pos:R:3:nbo_charge:R:1
C 1.47 0.59 0.06 -0.0985
C 2.59 0.09 0.21 -0.3371
C -1.48 0.47 -0.23 -0.4809
N -0.20 -1.35 0.45 -0.2260
N -0.29 -0.13 0.11 0.0303
S 4.15 0.14 -0.08 0.0795
H -1.98 0.87 0.64 0.2510
H -1.23 1.44 -0.67 0.2561
H -2.02 -0.21 -0.79 0.2188
H -0.99 -1.91 0.30 0.3067
```

E_HOMO (spin up / spin down) in eV: -7.635 / -7.576
Gap between HOMO and LUMO (spin up / spin down) in eV: 6.41 / 6.21
Energy above the lowest of the compared OMol25 structures with the same formula, charge and spin in kcal/mol: 184.3
Total charge: 0
Largest force on an atom in eV Å⁻¹: 7.68
Spin multiplicity: 1


[4]
C4H12 | ωB97M-V/def2-TZVPD

XYZ file:
```
16
Properties=species:S:1:pos:R:3:nbo_charge:R:1
C 1.28 2.01 -0.50 -0.6106
C -0.07 2.26 0.27 -0.6246
H 1.05 1.65 -1.51 0.1976
H 1.90 2.88 -0.69 0.2024
H 1.88 1.21 -0.06 0.2034
H -0.77 1.82 -0.44 0.2093
H -0.09 1.87 1.28 0.2129
H -0.19 3.34 0.15 0.2096
C -0.13 -1.70 -0.19 -0.6243
C -1.05 -2.58 0.61 -0.6184
H 0.17 -0.82 0.39 0.2056
H 0.66 -2.08 -0.83 0.2183
H -0.77 -1.12 -0.89 0.1997
H -1.69 -2.11 1.35 0.2139
H -1.62 -3.20 -0.08 0.2018
H -0.57 -3.43 1.12 0.2033
```

E_HOMO in eV: -11.077
Gap between HOMO and LUMO in eV: 12.22
Energy above the lowest of the compared OMol25 structures with the same formula, charge and spin in kcal/mol: 18.4
SMILES: CC.CC
Total charge: 0
Largest force on an atom in eV Å⁻¹: 2.94
Spin multiplicity: 1


[5]
C3H4N2OS | ωB97M-V/def2-TZVPD

XYZ file:
```
11
Properties=species:S:1:pos:R:3:nbo_charge:R:1
C 0.49 -0.58 -0.80 -0.0015
C -0.06 -0.97 0.48 -0.0766
C -0.42 1.21 0.30 0.6128
H 2.84 -2.69 -1.47 0.0597
H -0.10 -1.80 1.15 0.2367
H -1.92 0.23 1.67 0.2567
H -1.14 2.84 -0.29 0.3650
N -0.01 0.27 1.27 -0.3957
N -1.08 2.23 0.59 -0.6603
O 0.41 0.84 -0.82 -0.5085
S 0.99 -1.57 -2.10 0.1116
```

E_HOMO in eV: -8.423
Gap between HOMO and LUMO in eV: 5.73
Energy above the lowest of the compared OMol25 structures with the same formula, charge and spin in kcal/mol: 230.9
Total charge: 0
Largest force on an atom in eV Å⁻¹: 6.62
Spin multiplicity: 1


[6]
C14H24N2 | ωB97M-V/def2-TZVPD

XYZ file:
```
40
Properties=species:S:1:pos:R:3:nbo_charge:R:1
N 0.18 1.29 0.25 -0.3494
N 0.22 0.10 0.99 -0.3377
C 1.37 1.62 -0.34 0.3618
C -0.87 -0.34 1.57 0.3252
C 1.29 2.88 -1.21 -0.4763
C 2.65 0.83 -0.18 -0.5216
C -0.62 -1.41 2.55 -0.4671
C -2.31 -0.04 1.13 -0.5053
C 0.94 2.38 -2.65 -0.3868
C 3.64 0.80 -1.35 -0.3872
C -1.86 -2.02 3.29 -0.4056
C -3.03 -1.16 0.36 -0.3824
C 2.20 1.82 -3.42 -0.3908
C 2.86 0.61 -2.70 -0.4076
C -2.51 -3.00 2.28 -0.4075
C -3.46 -2.38 1.18 -0.3983
H 0.55 3.37 -0.64 0.2414
H 2.19 3.48 -1.22 0.2082
H 3.22 1.37 0.59 0.2310
H 2.30 -0.14 0.19 0.2570
H 0.05 -0.97 3.29 0.2328
H -0.02 -2.21 2.05 0.2292
H -2.28 0.80 0.40 0.2446
H -2.96 0.37 1.86 0.2158
H 0.53 3.25 -3.19 0.2086
H 0.16 1.66 -2.63 0.2099
H 4.17 1.77 -1.44 0.1986
H 4.39 -0.10 -1.28 0.2199
H -2.59 -1.20 3.44 0.2014
H -1.59 -2.53 4.29 0.2211
H -2.34 -1.50 -0.43 0.2040
H -4.03 -0.77 -0.02 0.2138
H 3.00 2.61 -3.50 0.1883
H 1.92 1.51 -4.42 0.2128
H 2.04 -0.05 -2.53 0.1925
H 3.54 0.07 -3.39 0.2050
H -1.72 -3.66 1.95 0.1950
H -3.17 -3.79 2.72 0.2048
H -4.36 -2.19 1.70 0.1923
H -3.67 -3.14 0.45 0.2083
```

E_HOMO in eV: -8.182
Gap between HOMO and LUMO in eV: 9.01
Energy above the lowest of the compared OMol25 structures with the same formula, charge and spin in kcal/mol: 55.2
SMILES: C1CCCC(=NN=C2CCCCCC2)CC1
Total charge: 0
Largest force on an atom in eV Å⁻¹: 3.86
Spin multiplicity: 1


[7]
C4H8O3 | ωB97M-V/def2-TZVPD

XYZ file:
```
15
Properties=species:S:1:pos:R:3:nbo_charge:R:1
C -2.02 1.00 1.44 -0.2633
O -0.90 0.19 1.07 -0.5141
C -0.62 0.22 -0.24 0.7899
O -1.02 1.06 -1.01 -0.5624
C 1.54 -0.05 -0.15 0.4346
C 0.37 -0.88 -0.60 -0.6010
O 2.13 0.72 -0.88 -0.5066
H -1.82 2.06 1.30 0.2008
H -2.22 0.77 2.48 0.1983
H -2.87 0.71 0.81 0.1936
H 1.71 -0.09 0.94 0.1316
H 0.23 -1.81 -0.03 0.2462
H 2.47 -1.77 -1.69 -0.0422
H 0.33 -1.06 -1.68 0.2607
H 2.68 -1.07 -1.78 0.0337
```

E_HOMO in eV: -10.169
Gap between HOMO and LUMO in eV: 10.72
Energy above the lowest of the compared OMol25 structures with the same formula, charge and spin in kcal/mol: 61.6
SMILES: COC(=O)CC=O.[H][H]
Total charge: 0
Largest force on an atom in eV Å⁻¹: 0.84
Spin multiplicity: 1


[8]
C6H13N | ωB97M-V/def2-TZVPD

XYZ file:
```
20
Properties=species:S:1:pos:R:3:nbo_charge:R:1
C 1.65 0.70 -1.36 -0.6092
C 1.02 -0.53 -0.64 -0.4532
C -0.19 -0.14 0.20 -0.0338
C -1.40 -0.50 -0.38 -0.1912
N -1.67 -0.79 -1.73 -0.7297
C -0.15 -0.09 1.68 -0.4154
C 0.54 1.27 2.16 -0.6074
H 0.86 1.30 -1.85 0.2152
H 2.30 0.46 -2.23 0.2057
H 2.34 1.30 -0.75 0.2036
H 1.73 -1.11 -0.03 0.2043
H 0.77 -1.20 -1.48 0.2199
H -2.20 -0.33 0.36 0.1897
H -2.66 -0.97 -1.82 0.3513
H -1.35 -1.61 -0.88 0.4307
H 0.40 -0.94 2.13 0.1973
H -1.15 -0.10 2.11 0.2013
H 1.66 1.23 2.00 0.2019
H 0.15 1.98 1.43 0.2098
H 0.31 1.47 3.21 0.2094
```

E_HOMO in eV: -7.880
Gap between HOMO and LUMO in eV: 8.56
Energy above the lowest of the compared OMol25 structures with the same formula, charge and spin in kcal/mol: 84.6
Total charge: 0
Largest force on an atom in eV Å⁻¹: 6.37
Spin multiplicity: 1